a) DFT (ωB97M-V with the def2-TZVPD basis set) results for the molecule CH5N3S.

The geometry in ORCA input format:
```
! wB97M-V def2-TZVPD RIJCOSX def2/J DEFGRID3
* xyz 0 1
S 0.391 0.353 -0.700
N -2.124 0.219 -0.149
N -0.049 -0.991 -1.261
N -1.029 0.006 0.427
C 1.829 0.007 0.426
H 2.684 0.336 -0.085
H 1.930 -0.975 0.523
H 1.695 0.530 1.414
H -2.510 1.132 -0.461
H -2.818 -0.616 -0.134
*
```

As for the frontier orbital gap (alpha / beta): 7.9 / 7.9 eV. The HOMO energy (alpha / beta) is -7.96 / -7.95 eV. For the LUMO energy (alpha / beta), the calculation gives -0.04 / -0.04 eV.

natural (NBO) atomic charge list, values in e, 4 entries: number 1, S, carries 1.019; number 2, N, carries -0.505; number 3, N, carries -0.798; number 4, N, carries -0.314

b) DFT (ωB97M-V with the def2-TZVPD basis set) results for a structure of composition CH5N3S.

The geometry in ORCA input format:
```
! wB97M-V def2-TZVPD RIJCOSX def2/J DEFGRID3
* xyz 0 1
S 0.448 0.973 -1.180
N -0.596 0.398 1.392
N 0.753 -0.491 -0.439
N -0.988 -0.881 1.112
C -0.208 -1.317 0.173
H 1.583 -1.083 -0.760
H -1.624 0.795 2.190
H -0.485 -2.333 -0.379
H -0.119 1.730 0.143
H 0.547 0.044 2.192
*
```

As for the frontier orbital gap: 8.3 eV. The HOMO energy is -8.30 eV. For the LUMO energy, the calculation gives 0.02 eV.

natural (NBO) atomic charge list, values in e, 4 entries: number 1, S, carries 0.109; number 2, N, carries -0.676; number 3, N, carries -0.844; number 4, N, carries -0.328

Which one sits at the bottom of the stability order? b) does.

a) DFT (ωB97M-V with the def2-TZVPD basis set) results for a structure of composition C4H10N2S.

The geometry in ORCA input format:
```
! wB97M-V def2-TZVPD RIJCOSX def2/J DEFGRID3
* xyz 0 1
S 3.239 -0.405 -0.310
N 1.758 -0.393 0.578
N -2.716 -0.368 -0.634
C -0.924 -0.689 0.875
C 0.626 0.079 -0.115
C 0.348 1.559 -0.104
C -1.775 -1.105 -0.227
H -3.227 -0.726 -1.440
H -1.494 -2.063 -0.696
H 0.387 1.950 0.911
H 0.559 -0.372 -1.100
H 1.093 2.079 -0.706
H -0.636 1.758 -0.517
H -1.299 0.135 1.459
H 3.251 -1.727 -0.548
H -0.468 -1.490 1.436
H 1.907 0.101 1.452
*
```

As for the frontier orbital gap: 9.5 eV. The HOMO energy is -8.65 eV. For the LUMO energy, the calculation gives 0.83 eV.

natural (NBO) atomic charge list, values in e, 4 entries: number 1, S, carries 0.141; number 2, N, carries -0.775; number 3, N, carries -0.653; number 4, C, carries -0.456

b) DFT (ωB97M-V with the def2-TZVPD basis set) results for the molecule C4H10N2S.

The geometry in ORCA input format:
```
! wB97M-V def2-TZVPD RIJCOSX def2/J DEFGRID3
* xyz 0 1
S -0.488 0.515 3.273
N 0.445 -0.409 -0.580
N -0.202 -0.577 0.533
C 0.960 -1.451 -1.164
C 1.485 -1.228 -2.620
C -0.949 1.888 0.675
C -0.178 0.920 1.473
H -1.775 0.150 3.230
H -0.737 3.010 0.851
H -0.673 1.588 -0.371
H 0.059 -1.285 1.272
H 1.954 -2.155 -2.896
H 1.058 -2.467 -0.765
H 0.931 1.133 1.454
H 2.247 -0.485 -2.663
H 0.614 -0.798 -3.205
H -2.004 1.811 0.905
*
```

As for the frontier orbital gap: 9.1 eV. The HOMO energy is -8.23 eV. For the LUMO energy, the calculation gives 0.90 eV.

natural (NBO) atomic charge list, values in e, 4 entries: number 1, S, carries -0.042; number 2, N, carries -0.259; number 3, N, carries -0.441; number 4, C, carries 0.012

c) DFT (ωB97M-V with the def2-TZVPD basis set) results for the molecule C4H10N2S.

The geometry in ORCA input format:
```
! wB97M-V def2-TZVPD RIJCOSX def2/J DEFGRID3
* xyz 0 1
S 1.248 1.211 -2.023
N -0.662 -0.180 -0.007
N 0.679 0.115 0.282
C -0.828 -1.309 -0.897
C 1.555 0.579 -0.582
C -1.407 1.054 -0.220
C 1.031 -0.225 1.620
H 2.547 0.565 -0.149
H -2.476 0.822 -0.188
H -1.178 1.681 0.649
H 0.675 -1.251 1.809
H -1.905 -1.508 -1.082
H -0.432 -2.196 -0.375
H -1.170 1.601 -1.124
H -0.289 -1.194 -1.836
H 0.499 0.406 2.317
H 2.110 -0.172 1.806
*
```

As for the frontier orbital gap: 9.0 eV. The HOMO energy is -8.13 eV. For the LUMO energy, the calculation gives 0.82 eV.

natural (NBO) atomic charge list, values in e, 4 entries: number 1, S, carries -0.159; number 2, N, carries -0.296; number 3, N, carries -0.252; number 4, C, carries -0.419

d) DFT (ωB97M-V with the def2-TZVPD basis set) results for the molecule C4H10N2S.

The geometry in ORCA input format:
```
! wB97M-V def2-TZVPD RIJCOSX def2/J DEFGRID3
* xyz 0 1
S 0.192 0.034 -3.137
N 0.750 -0.176 2.190
N -0.907 0.803 0.730
C 0.719 -1.431 1.522
C 0.234 0.752 -1.481
C -0.963 0.283 -0.711
C 0.105 0.717 1.593
H 1.465 -1.299 0.562
H -2.085 0.348 -1.087
H -0.396 -1.616 1.142
H -0.084 -1.369 -2.809
H -0.833 -0.733 -0.652
H 0.307 1.718 2.024
H 1.328 0.683 -1.032
H -1.139 1.707 0.643
H 1.028 -2.272 2.201
H 0.278 1.851 -1.701
*
```

As for the frontier orbital gap: 9.7 eV. The HOMO energy is -8.98 eV. For the LUMO energy, the calculation gives 0.70 eV.

natural (NBO) atomic charge list, values in e, 4 entries: number 1, S, carries -0.037; number 2, N, carries -0.477; number 3, N, carries -0.610; number 4, C, carries -0.447

Which one sits at the bottom of the stability order? b) does.

a) DFT (ωB97M-V with the def2-TZVPD basis set) results for the molecule C19H22N2O4S.

The geometry in ORCA input format:
```
! wB97M-V def2-TZVPD RIJCOSX def2/J DEFGRID3
* xyz 0 1
S 0.971 0.916 1.433
O -0.117 0.620 2.329
O -4.725 -0.448 -0.168
O 2.230 1.272 2.029
O -2.855 -2.026 -1.507
N 1.099 -0.427 0.475
N -1.304 -1.544 0.069
C -0.819 2.210 -0.210
C -1.198 3.225 -1.072
C 3.442 -1.828 -0.470
C 2.907 -0.578 -1.165
C -4.546 0.751 1.694
C 0.537 -1.518 -1.595
C -3.302 0.134 1.446
C -3.463 -0.593 0.289
C -0.245 -2.324 -0.540
C 0.696 -2.826 0.556
C 1.375 3.195 -0.027
C 3.027 -1.829 1.000
C 1.510 -1.649 1.141
C -0.294 4.221 -1.410
C -5.368 0.356 0.678
C 0.468 2.205 0.297
C -2.537 -1.450 -0.483
C 1.397 -0.415 -0.935
C 0.990 4.210 -0.888
H 4.530 -1.853 -0.545
H -0.181 -1.079 -2.286
H 0.107 -3.304 1.338
H 1.689 4.991 -1.148
H 3.113 -0.615 -2.236
H 2.361 3.156 0.409
H 1.267 -1.507 2.198
H 1.365 -3.576 0.136
H -0.593 5.012 -2.081
H -2.198 3.240 -1.477
H -6.395 0.578 0.463
H 3.405 0.300 -0.748
H 1.094 0.564 -1.319
H 3.508 -0.994 1.513
H -4.793 1.395 2.512
H -2.419 0.231 2.049
H 3.060 -2.721 -0.968
H -1.506 1.429 0.073
H -0.736 -3.163 -1.046
H -1.055 -0.982 0.867
H 1.167 -2.204 -2.160
H 3.334 -2.757 1.485
*
```

As for the frontier orbital gap: 9.2 eV. The HOMO energy is -8.78 eV. For the LUMO energy, the calculation gives 0.42 eV.

natural (NBO) atomic charge list, values in e, 4 entries: number 1, S, carries 2.339; number 2, O, carries -0.969; number 3, O, carries -0.375; number 4, O, carries -0.941

b) DFT (ωB97M-V with the def2-TZVPD basis set) results for a structure of composition C19H22N2O4S.

The geometry in ORCA input format:
```
! wB97M-V def2-TZVPD RIJCOSX def2/J DEFGRID3
* xyz 0 1
S 5.237 1.159 0.077
O -0.938 3.006 -1.554
O 4.589 -2.528 0.147
O -3.467 -1.446 0.306
O -1.707 -0.493 -0.385
N -1.605 2.093 0.641
N 3.062 -0.917 0.122
C 1.409 -2.612 -0.146
C 0.145 -3.135 0.273
C 3.404 1.711 0.033
C -2.160 0.066 1.722
C 2.892 2.913 -0.127
C 2.286 -1.746 0.782
C 1.666 2.889 -0.249
C -3.425 -2.196 -1.021
C 5.036 -0.447 -0.728
C -2.953 2.396 0.254
C -2.664 -0.264 0.264
C 2.497 0.403 0.092
C -3.625 0.722 -0.144
C -2.189 -1.122 -1.638
C -1.357 1.238 1.600
C 1.200 0.688 -0.314
C -0.736 2.275 -0.390
C 0.767 2.101 -0.190
C 4.282 -1.501 -0.326
H -3.406 2.565 1.283
H 4.669 -0.050 -1.974
H -2.549 -0.708 -2.691
H -1.610 -0.863 2.102
H -3.179 2.952 -0.383
H -0.393 -3.839 -0.460
H -3.241 -3.201 -0.865
H 1.141 4.158 0.065
H -3.752 0.993 -1.274
H -1.452 -1.944 -1.997
H -0.198 -3.159 1.209
H 6.115 -0.692 -1.111
H -1.488 1.754 2.741
H -4.456 -1.806 -1.455
H 2.685 -2.492 1.238
H 1.831 -2.811 -1.141
H 1.483 -1.459 1.591
H 0.543 -0.270 -0.242
H -2.991 0.177 2.121
H -0.365 1.109 1.889
H -4.645 0.753 0.197
H 3.611 3.582 0.057
*
```

As for the frontier orbital gap: 8.9 eV. The HOMO energy is -8.56 eV. For the LUMO energy, the calculation gives 0.32 eV.

natural (NBO) atomic charge list, values in e, 4 entries: number 1, S, carries 0.255; number 2, O, carries -0.652; number 3, O, carries -0.529; number 4, O, carries -0.585

c) DFT (ωB97M-V with the def2-TZVPD basis set) results for a structure of composition C19H22N2O4S.

The geometry in ORCA input format:
```
! wB97M-V def2-TZVPD RIJCOSX def2/J DEFGRID3
* xyz 0 1
S 0.510 3.227 -3.555
O 2.164 -0.123 0.285
O 4.337 1.326 0.994
O 0.612 2.203 1.223
O 5.460 1.578 2.955
N -0.598 0.517 0.340
N 2.042 -1.935 1.777
C -1.027 -1.407 0.222
C 4.449 1.194 2.362
C -1.471 -0.089 -0.562
C 1.390 -3.265 2.001
C -1.327 2.983 -1.692
C -2.556 3.168 -1.077
C -0.129 -0.558 1.155
C -0.064 1.764 0.233
C 1.393 -0.912 0.939
C -0.536 -0.432 2.694
C -1.151 3.464 -3.050
C -0.073 2.364 -1.075
C 3.409 -1.788 2.026
C -3.563 3.832 -1.742
C -2.235 3.996 -3.683
C -3.411 4.254 -3.069
C 3.729 -1.027 3.209
C 0.931 2.337 -2.026
C 3.395 0.459 3.176
H -4.413 4.153 -1.174
H -1.929 4.393 -4.637
H -1.106 -0.088 -1.618
H -2.550 2.819 -0.059
H 3.996 -2.783 2.171
H -0.611 -1.307 3.376
H 3.137 -1.310 4.209
H 3.474 0.784 4.241
H -4.166 4.710 -3.597
H 0.189 -3.198 2.084
H -1.889 -1.915 0.707
H 1.743 -3.744 2.955
H 1.589 -3.847 1.103
H 2.356 0.701 2.807
H -1.463 0.154 2.776
H 4.038 -1.250 1.336
H 0.171 0.303 3.209
H 3.434 1.010 0.804
H -0.457 -2.086 -0.504
H 4.789 -1.143 3.523
H -2.585 0.015 -0.616
H 1.971 1.902 -1.756
*
```

As for the frontier orbital gap: 9.0 eV. The HOMO energy is -8.69 eV. For the LUMO energy, the calculation gives 0.32 eV.

natural (NBO) atomic charge list, values in e, 4 entries: number 1, S, carries 0.379; number 2, O, carries -0.668; number 3, O, carries -0.680; number 4, O, carries -0.597

Which one sits at the bottom of the stability order? b) does.